Record 1
DFT (ωB97M-V/def2-TZVPD) results for 2 unconnected molecules or ions with the total composition CH4N6O.

Calculated values
Energy above the lowest of the compared OMol25 structures with the same formula, charge and spin, kcal/mol: 148.5
Frontier orbital gap, eV: 8.2819
Total energy, eV: -12080.502
Spin multiplicity: 1
LUMO, eV: -0.50
Highest occupied orbital energy, eV: -8.787

Cartesian coordinates (Å):
C: -0.17631 -0.23036 -0.53766
H: -1.07777 -3.21240 -0.21163
H: -1.15456 -2.08578 0.97690
H: 1.50996 -1.60606 0.65620
H: 1.28368 -0.18637 2.32530
N: -0.58641 -2.37755 0.19507
N: -0.47464 -1.40600 -0.81242
N: -0.63347 0.95366 -1.30250
N: -0.10240 2.00579 -0.68348
N: 0.19153 0.30113 0.74772
N: 1.40862 -0.12026 1.13544
O: 0.23423 1.62193 0.56505

---

Record 2
DFT (ωB97M-V/def2-TZVPD) results for 2 unconnected molecules or ions with the total composition C25H49Br2F3NO5P.

Calculated values
Frontier orbital gap, eV: 6.1674
Total energy, eV: -195971.715
Spin multiplicity: 1
LUMO, eV: -0.60
Highest occupied orbital energy, eV: -6.765

Cartesian coordinates (Å):
C: 0.89290 1.28916 5.51988
C: 2.08297 0.44563 5.04021
C: 2.23452 0.16963 3.52060
Br: 2.15501 -1.78483 3.26250
C: 1.22868 0.90359 2.63171
C: 1.59427 2.31120 2.15151
C: 2.26430 3.23002 3.17354
O: 0.35253 2.92219 1.79662
C: -0.29448 2.30897 0.70720
C: -0.34253 0.76467 0.73089
P: -1.98657 0.13780 1.43847
O: -1.59445 -0.43295 2.91762
Br: -2.06529 -1.75340 0.25525
N: 0.84734 0.13432 1.38969
C: 1.97521 -0.24704 0.45087
C: 2.18768 0.59250 -0.80449
C: 1.55784 -0.02228 -2.06749
C: 1.07167 1.03097 -3.06317
C: -0.00456 0.52766 -4.02992
C: -1.34574 0.24875 -3.33867
C: -2.19306 1.49947 -3.14556
C: -3.57427 1.19244 -2.52539
C: -3.94417 2.14809 -1.38360
C: -5.45199 2.21909 -1.06488
C: -5.81520 1.61345 0.29292
C: -5.81065 0.07836 0.32812
O: -5.92869 -0.45960 -0.97359
C: -6.12685 -1.86073 -0.96615
H: 1.13179 1.71874 6.49159
H: -0.00410 0.67783 5.63088
H: 0.63459 2.11623 4.86212
H: 3.00438 0.92998 5.37023
H: 2.05586 -0.49449 5.58393
H: 3.24445 0.42453 3.20827
H: 0.28848 1.02640 3.16500
H: 2.25371 2.26159 1.28074
H: 1.59168 4.05500 3.40308
H: 2.55890 2.74905 4.10066
H: 3.15915 3.67561 2.74165
H: 0.12044 2.63759 -0.24990
H: -1.32618 2.66879 0.71688
H: -0.37797 0.43319 -0.30729
H: -1.10973 -1.27264 2.95539
H: 0.49598 -0.75571 1.74930
H: 2.91612 -0.34717 0.98647
H: 1.76576 -1.26363 0.11769
H: 3.26701 0.62435 -0.95539
H: 1.86277 1.63008 -0.71249
H: 0.73438 -0.68970 -1.79212
H: 2.30623 -0.65482 -2.54729
H: 0.63857 1.89021 -2.53232
H: 1.92026 1.42834 -3.62448
H: -0.18765 1.33794 -4.74389
H: 0.34521 -0.32335 -4.61656
H: -1.18561 -0.23008 -2.36778
H: -1.91000 -0.45550 -3.95615
H: -2.35733 1.98546 -4.11104
H: -1.68885 2.23665 -2.50984
H: -3.51550 0.18715 -2.09798
H: -4.35181 1.17276 -3.28911
H: -3.41512 1.80074 -0.48779
H: -3.56371 3.15163 -1.59380
H: -5.78406 3.25852 -1.07283
H: -5.99982 1.70932 -1.85620
H: -5.06208 1.94778 1.01336
H: -6.77230 1.99089 0.65487
H: -4.86791 -0.28018 0.76783
H: -6.61884 -0.30708 0.96144
H: -5.64406 -2.31799 -0.09678
H: -7.19597 -2.09252 -0.94987
H: -5.68007 -2.26476 -1.87344
C: 3.84285 -5.45463 -1.49812
C: 4.16107 -4.69027 -0.21747
O: 5.29991 -3.86367 -0.26388
C: 5.15043 -2.52668 -0.82734
O: 4.12685 -1.84604 -0.38769
C: 5.15175 -2.56015 -2.38328
F: 5.99865 -3.47177 -2.91412
F: 5.56293 -1.35478 -2.85348
F: 3.94582 -2.78291 -2.94964
H: 4.75894 -5.83329 -1.95255
H: 3.18691 -6.29858 -1.26838
H: 3.33153 -4.83549 -2.23119
H: 4.38914 -5.42646 0.56012
H: 3.28930 -4.12264 0.12988
H: 6.16046 -2.11650 -0.60465

---

Record 3
DFT (ωB97M-V/def2-TZVPD) results for a molecular structure, C34H28N4P2PdS3.

Calculated values
Energy above the lowest of the compared OMol25 structures with the same formula, charge and spin, kcal/mol: 0.0
Frontier orbital gap, eV: 7.2153
Total energy, eV: -96238.093
Spin multiplicity: 1
LUMO, eV: -0.20
Highest occupied orbital energy, eV: -7.413

Cartesian coordinates (Å):
Pd: 0.34446 -0.11905 -0.06367
S: -1.33750 0.01626 -1.70556
C: -0.85064 1.64770 -1.95141
S: 0.60562 2.00976 -1.09018
C: -1.55410 2.56130 -2.70230
C: -1.09867 3.90586 -2.80297
N: -0.75954 5.00691 -2.84220
C: -2.80997 2.21997 -3.27819
N: -3.85021 1.95406 -3.69647
C: 1.53706 -1.97545 2.95215
N: 1.93675 -2.08805 1.52876
P: 2.38170 -0.53677 0.80971
C: 3.58430 -0.97786 -0.48043
C: 4.79587 -1.59951 -0.17317
C: 5.64407 -2.01411 -1.18427
C: 5.29156 -1.81027 -2.51388
C: 4.09466 -1.18676 -2.82587
C: 3.24227 -0.77015 -1.81220
C: 3.27953 0.42160 2.04853
C: 2.98320 1.78126 2.09106
C: 3.66532 2.61686 2.96479
C: 4.62879 2.09225 3.81064
C: 4.91111 0.73130 3.79089
C: 4.24260 -0.10336 2.91182
P: 0.51537 -2.30488 0.49184
C: 1.14241 -3.37687 -0.83253
C: 0.43583 -3.42799 -2.03254
C: 0.89841 -4.20835 -3.07970
C: 2.07329 -4.93471 -2.93923
C: 2.78412 -4.88048 -1.74860
C: 2.32205 -4.10291 -0.69638
C: -0.66845 -3.33848 1.36523
C: -0.38369 -4.68077 1.62542
C: -1.30471 -5.45066 2.31303
C: -2.50948 -4.88976 2.72583
C: -2.79524 -3.56093 2.45708
C: -1.87237 -2.77580 1.77803
H: 2.40394 -1.73362 3.55847
H: 1.14036 -2.93397 3.28070
H: 0.77142 -1.20635 3.12398
H: 5.07723 -1.77646 0.85526
H: 6.58093 -2.49726 -0.93846
H: 5.95459 -2.13736 -3.30447
H: 3.81622 -1.02370 -3.85845
H: 2.30129 -0.28738 -2.05251
H: 2.20722 2.17926 1.44759
H: 3.43545 3.67357 2.98836
H: 5.15688 2.74094 4.49722
H: 5.65110 0.32046 4.46498
H: 4.45671 -1.16430 2.91586
H: -0.46588 -2.83272 -2.16492
H: 0.34723 -4.23679 -4.01035
H: 2.44019 -5.53339 -3.76298
H: 3.70643 -5.43663 -1.64044
H: 2.88215 -4.03768 0.22620
H: 0.54590 -5.11624 1.28012
H: -1.09157 -6.49113 2.51989
H: -3.23032 -5.50032 3.25434
H: -3.73500 -3.13053 2.77673
H: -2.06929 -1.72730 1.57716
S: -1.35757 0.92011 2.00088
C: -2.37113 1.91701 1.08263
N: -1.94904 3.16372 0.73150
C: -2.65367 4.03718 -0.02293
C: -3.88572 3.69693 -0.48608
C: -4.37696 2.41526 -0.17567
C: -3.64408 1.55081 0.59239
H: -1.00087 3.38906 1.00271
H: -2.16490 4.97450 -0.25132
H: -4.44034 4.38028 -1.10997
H: -5.33366 2.10261 -0.57244
H: -4.00133 0.55899 0.82401